DFT (ωB97M-V with the def2-TZVPD basis set) results for a molecular structure, C55H125N5O12Ti.

Values from the calculation:
HOMO energy = -8.615 eV
energy above the lowest of the compared OMol25 structures with the same formula, charge and spin = 103.8 kJ/mol
spin multiplicity = 1
total charge = 0
orbital gap = 8.856 eV

Atoms and positions in Å:
H (-4.51197, -7.25433, -15.28733)
C (-5.21233, -15.76164, -21.90439)
C (-4.20645, -15.79155, -23.12321)
H (-4.12768, -14.25911, -17.50139)
H (-5.43021, -9.29769, -19.02572)
H (-7.95997, -10.59179, -23.88326)
H (-8.35742, -10.03980, -26.33669)
H (2.37744, -16.31499, -22.27451)
C (-2.79955, -15.66565, -22.53006)
H (-3.75071, -12.49629, -17.31293)
C (-0.12329, -8.75477, -21.74984)
C (-2.27701, -11.91244, -22.42653)
H (-0.10213, -9.43494, -22.60541)
H (0.08800, -4.40751, -21.77462)
N (-1.68412, -11.54146, -28.48543)
H (3.69966, -12.49522, -20.13817)
H (-5.69187, -8.11958, -14.36958)
H (-4.23694, -13.87764, -28.64617)
H (-1.21144, -3.52038, -22.68695)
C (-7.15918, -8.95215, -24.95540)
H (-2.50538, -16.48312, -21.91573)
H (0.04759, -9.70196, -28.29059)
O (-3.88665, -18.12481, -23.23565)
H (-0.47532, -6.05620, -16.77009)
C (-4.87924, -8.67193, -19.67176)
H (-6.05814, -7.68132, -16.07725)
C (0.17363, -10.79776, -18.23764)
C (-3.20325, -5.06348, -21.90381)
H (0.39971, -9.70875, -18.35662)
H (-8.72077, -9.00452, -23.51354)
H (0.85238, -6.55571, -22.73538)
H (5.73421, -14.04603, -23.07657)
H (-4.64488, -18.27039, -22.68070)
H (-7.71652, -11.82918, -20.83864)
H (-0.51062, -13.64608, -25.46389)
H (2.32111, -12.72629, -24.41225)
C (-6.77095, -17.69484, -23.96189)
H (-1.59699, -5.34796, -24.09643)
H (1.09633, -15.11493, -20.06345)
H (-3.74492, -6.00619, -21.69952)
H (1.17540, -11.51386, -21.17138)
C (-2.05980, -13.46317, -29.83815)
H (-6.00473, -10.83497, -25.47054)
H (3.98799, -12.09256, -24.38607)
H (-2.04930, -12.92576, -25.58826)
C (-4.75766, -9.33431, -15.88502)
H (-2.79082, -9.62141, -25.80436)
C (-4.40886, -14.55888, -24.10343)
O (-2.68907, -10.80336, -29.29367)
C (-3.83064, -13.04097, -28.10226)
H (-1.49177, -12.07262, -18.01942)
C (-5.61044, -14.60790, -24.92233)
H (-0.48620, -8.94521, -26.78143)
H (-0.65146, -4.77746, -19.69153)
H (-8.72008, -8.20042, -28.00498)
H (2.20441, -10.60875, -23.00035)
N (-1.18161, -6.58798, -21.18073)
H (4.64171, -14.48965, -24.97138)
H (-1.32829, -7.61508, -18.46515)
H (-3.38760, -11.29062, -26.14713)
H (-7.20042, -9.38626, -22.78984)
H (-5.20703, -16.76453, -21.56840)
H (0.05657, -4.95806, -24.41423)
H (-7.69846, -5.09515, -24.58483)
H (-3.50710, -14.57984, -24.75269)
H (-5.98349, -18.51668, -26.45376)
H (-7.19800, -18.63309, -24.41015)
H (0.06956, -7.32069, -24.17195)
H (0.05223, -14.49882, -21.43753)
H (-2.32098, -4.99147, -19.22534)
C (2.98360, -13.36161, -20.08736)
H (-3.05253, -8.24970, -22.23067)
H (-1.88880, -10.05644, -19.83743)
H (-1.04594, -13.38281, -30.12317)
C (-1.65092, -4.60592, -19.99959)
H (-3.71708, -4.23364, -21.44633)
H (-2.04957, -8.84092, -23.60946)
H (-4.76379, -19.29061, -25.27037)
C (-2.86093, -10.42503, -26.59887)
C (3.80089, -14.80225, -24.38016)
H (-2.61021, -14.78164, -21.94785)
C (-5.83443, -9.69549, -25.36309)
H (-6.50593, -14.34061, -24.34445)
O (-4.04352, -10.00027, -14.82345)
H (-9.11790, -8.55276, -25.58591)
O (-1.91726, -7.21297, -20.12411)
O (-3.60834, -12.13646, -21.95743)
H (-7.58675, -6.01246, -27.56192)
H (-1.75478, -10.30998, -17.65802)
C (-7.78101, -9.55807, -23.66096)
O (-1.78568, -11.00256, -19.74095)
H (1.36400, -7.71924, -18.41163)
C (-5.71098, -15.92627, -25.56868)
H (-1.84848, -14.66495, -27.27784)
H (5.00813, -12.90062, -21.89054)
C (3.61100, -13.86949, -23.16415)
H (1.66898, -6.14195, -17.86199)
O (-5.73334, -7.65231, -23.81347)
H (-4.17194, -13.69547, -23.49000)
H (-6.20937, -15.47771, -22.27467)
H (-1.82813, -3.53184, -20.11301)
C (-0.61779, -5.33463, -23.63188)
C (-5.42962, -17.19961, -24.76945)
C (-6.59419, -6.57062, -25.68905)
H (-4.13568, -13.05262, -27.04314)
O (-3.81238, -13.07705, -19.23988)
H (-8.71329, -6.38413, -26.24904)
H (-1.58346, -8.81537, -28.18011)
N (-6.90608, -7.55514, -24.62250)
H (-5.09246, -9.53639, -24.58250)
C (-7.96486, -8.09259, -27.23632)
C (-5.27582, -8.01220, -15.38095)
H (3.44357, -11.32293, -21.89984)
H (-0.36562, -13.91853, -27.93277)
C (-2.27190, -12.92895, -28.44099)
H (3.61504, -14.27456, -19.93873)
H (0.87776, -8.32729, -21.56957)
H (-5.92320, -5.10925, -24.36365)
N (2.48008, -14.40676, -22.38445)
C (-1.52613, -10.80526, -27.29901)
H (0.29987, -6.38101, -19.09388)
C (3.16675, -12.48164, -23.74311)
H (-4.03022, -9.17551, -16.73959)
H (-4.87682, -15.12894, -21.11386)
H (-4.89322, -15.97915, -26.33671)
C (-0.64202, -11.61926, -26.31372)
H (4.97859, -14.60061, -21.59223)
N (-4.23046, -16.96720, -23.98968)
H (-5.20960, -7.58866, -26.96210)
H (-6.94548, -8.38835, -27.62191)
H (0.37427, -13.54377, -19.93133)
H (-5.57499, -9.96572, -16.23378)
C (-0.14864, -7.05638, -17.10133)
C (-2.30642, -8.00539, -22.99418)
C (-3.51171, -13.42105, -17.88392)
H (-2.63974, -7.13142, -23.60787)
H (-3.60529, -10.10995, -27.42601)
H (-6.51856, -17.91433, -22.91013)
H (-4.38197, -7.94478, -19.02921)
H (0.70236, -12.39037, -22.51360)
C (-1.73757, -5.27645, -21.38076)
C (-0.11417, -6.69427, -23.31978)
H (-5.53841, -8.21399, -20.38756)
H (-1.56422, -12.19196, -21.61008)
C (-5.06863, -18.35326, -25.75958)
H (2.87752, -14.74786, -24.99626)
O (-3.80798, -9.58747, -20.18949)
H (0.49537, -11.08658, -17.21565)
C (-1.00941, -7.49285, -22.32313)
C (0.81295, -6.76749, -18.19718)
O (-1.16896, -7.85538, -17.55143)
C (-7.71499, -6.68932, -26.73686)
H (-4.90962, -5.83378, -26.94579)
H (3.96729, -15.82591, -23.98963)
H (-7.36206, -12.46909, -19.17646)
H (0.38585, -11.60164, -26.72448)
C (-0.85057, -9.48392, -27.66420)
H (0.79139, -11.33650, -18.95880)
H (-0.50759, -9.40055, -20.90531)
H (-2.64454, -12.91334, -30.53854)
C (2.64620, -11.52575, -22.64522)
H (-4.41743, -6.82783, -25.57900)
H (-4.28802, -12.16485, -28.60544)
H (-5.37500, -9.39295, -26.26404)
C (-0.81103, -4.51364, -22.37427)
C (4.90958, -13.87877, -22.39053)
H (-2.28169, -10.93485, -30.16264)
C (-8.23207, -8.98395, -26.04086)
H (-3.72690, -10.82151, -15.17719)
H (0.38483, -7.59668, -16.32554)
C (-5.22411, -6.70866, -26.31601)
H (-2.10910, -12.43219, -23.35760)
H (-6.09445, -7.37358, -22.96308)
H (-2.47381, -7.88351, -20.56100)
C (-1.28054, -11.02863, -18.32357)
H (-0.60828, -11.05455, -25.40895)
H (-2.03055, -10.89648, -22.62520)
H (-3.13242, -4.87961, -22.97827)
C (2.01375, -13.57956, -21.22310)
C (-7.03437, -12.29770, -20.19687)
C (1.55176, -12.26492, -21.86371)
H (-6.61595, -15.99478, -26.16360)
H (-2.23969, -14.49953, -29.91399)
O (2.91890, -15.64261, -21.84084)
C (-1.13117, -13.02323, -26.15541)
H (2.43789, -13.14581, -19.14205)
H (-6.58952, -4.47005, -25.84100)
H (-6.49551, -13.13502, -20.67333)
H (-4.18206, -18.10251, -26.40039)
Ti (-3.97198, -11.40601, -20.21869)
H (-7.48251, -16.85841, -23.86383)
C (0.77637, -14.22856, -20.64188)
H (-2.49894, -13.69988, -17.72606)
H (-5.58140, -13.88743, -25.75141)
C (-1.35589, -13.68823, -27.45680)
O (-5.84850, -11.17375, -19.90142)
C (-6.72956, -5.23216, -25.06687)
H (-2.13444, -15.64654, -23.40135)